{
  "formula": "C26H36BBr36Cl2FNO5P",
  "method": "ωB97M-V/def2-TZVPD",
  "symbols": ["Cl", "H", "F", "H", "Br", "Br", "Br", "Br", "H", "H", "C", "Br", "Br", "C", "H", "H", "O", "C", "C", "Br", "H", "H", "Br", "H", "C", "H", "C", "H", "Br", "Br", "H", "Br", "H", "C", "Br", "H", "Br", "Br", "C", "H", "Br", "H", "H", "Br", "H", "C", "H", "C", "Cl", "O", "C", "Br", "C", "H", "H", "H", "O", "Br", "C", "H", "O", "H", "C", "Br", "H", "H", "Br", "C", "H", "B", "Br", "H", "H", "H", "Br", "C", "H", "P", "Br", "N", "Br", "H", "C", "H", "H", "Br", "Br", "Br", "H", "Br", "C", "H", "Br", "Br", "C", "Br", "C", "Br", "Br", "Br", "C", "C", "C", "C", "C", "Br", "C", "Br", "O"],
  "positions_angstrom": [[3.687, -3.227, -3.517], [1.774, 1.808, -0.979], [3.455, -1.729, 0.032], [-3.591, 1.739, 0.172], [-3.809, -5.201, -3.719], [-1.192, -5.991, 2.948], [-10.418, 5.548, -0.504], [-1.179, -4.926, -5.512], [-0.366, -4.667, 0.304], [-6.247, -6.054, 1.240], [-5.679, 3.802, -1.698], [3.494, -0.134, 6.724], [-6.727, -6.962, -1.009], [-2.803, 1.032, -0.056], [-1.045, -6.027, -0.581], [0.260, -2.941, -3.173], [0.620, -0.882, 1.590], [-3.000, -5.565, -5.429], [-1.676, -4.290, 3.714], [2.488, -5.075, 5.565], [2.628, -2.625, 5.249], [-2.897, -0.920, -0.937], [6.394, 3.279, 3.089], [6.489, 8.657, -0.552], [1.747, 0.580, 6.334], [-6.538, -2.169, -7.314], [-5.607, -6.269, 0.396], [0.786, -0.950, -3.396], [5.280, 10.769, -1.008], [-4.766, -4.603, -0.101], [1.322, -4.241, -2.741], [-11.609, 4.129, 2.096], [-1.881, 1.545, -0.309], [-2.589, 0.421, -2.541], [-3.119, -4.464, 4.979], [3.039, -0.835, -4.731], [9.688, 11.972, 1.199], [-2.078, -2.973, 2.362], [2.344, -0.883, -0.219], [-0.989, -1.331, -1.931], [5.027, -3.137, 5.549], [3.543, 1.961, 1.490], [-2.577, 0.443, 0.829], [-6.457, 2.258, -2.550], [10.759, 12.205, -1.018], [9.722, 12.138, -0.721], [-6.245, 4.664, -2.022], [-10.119, 4.238, 0.878], [1.281, -6.091, -0.730], [3.205, -0.340, -3.914], [0.906, -0.479, -2.424], [-9.671, 2.517, 0.139], [-2.271, 0.929, 8.743], [-0.868, -5.039, -2.633], [3.074, -0.625, 2.405], [4.940, 1.202, 0.793], [-3.228, 0.550, -3.500], [1.118, -0.097, 4.648], [1.318, -2.741, -1.236], [2.072, -3.435, -0.880], [2.714, 1.583, -0.950], [-0.815, -3.930, 4.261], [3.242, -3.437, 4.881], [-4.097, -2.536, -7.168], [4.801, -0.590, 2.305], [4.050, 0.612, 3.290], [-2.297, 2.854, 8.798], [-0.492, -0.367, -1.833], [7.998, 4.497, 1.661], [2.972, 0.589, -0.021], [6.474, 8.592, -3.028], [-2.964, 0.577, 9.493], [-1.445, -3.705, -1.667], [-0.505, -0.010, -0.802], [-5.828, 3.713, 0.227], [-0.293, -5.246, -0.607], [-0.442, -2.359, -0.156], [3.497, -1.342, -2.634], [-0.533, 0.230, 9.203], [0.554, -2.447, -0.007], [8.854, 13.753, -1.313], [-3.563, -5.014, -6.169], [1.104, -1.344, 0.628], [-9.264, 4.570, 1.450], [-4.294, 0.037, -1.346], [7.571, 2.534, 0.218], [-2.873, 0.253, 7.042], [8.981, 10.581, -1.582], [1.072, 0.221, 7.097], [-3.122, -7.430, -5.895], [-5.895, -2.929, -7.737], [1.275, 0.520, -2.628], [-3.859, 4.085, -2.255], [4.215, 7.769, -0.936], [-0.590, -4.369, -1.823], [-6.075, -2.829, -9.652], [1.865, -1.356, -1.620], [3.174, -3.369, 2.956], [-4.305, -7.560, 0.980], [1.709, 2.505, 6.408], [3.933, 0.993, 1.156], [5.727, 8.914, -1.276], [7.091, 3.958, 1.426], [-3.223, 0.086, -1.208], [3.917, 0.048, 2.373], [5.881, 5.212, 0.599], [0.606, -3.542, -2.331], [-6.490, -4.630, -7.048], [-1.234, 0.580, -2.637]],
  "lowdin_charge": [0.27, 0.11, -0.04, 0.02, 0.55, 0.58, 0.56, 0.60, 0.01, -0.03, -1.60, 0.58, 0.58, -0.07, 0.06, 0.10, 0.06, -1.64, -1.60, 0.57, -0.10, 0.10, 0.59, -0.04, -1.62, -0.03, -1.62, 0.11, 0.56, 0.53, 0.05, 0.57, 0.07, -0.54, 0.58, 0.05, 0.57, 0.59, -0.24, 0.12, 0.55, 0.11, 0.07, 0.59, -0.03, -1.63, -0.03, -1.65, 0.61, -0.34, -0.13, 0.55, -1.62, 0.04, -0.03, 0.06, 0.14, 0.65, -0.30, 0.11, 0.14, -0.04, -1.63, 0.62, 0.07, 0.05, 0.58, -0.15, -0.03, -0.39, 0.55, -0.03, 0.10, 0.12, 0.57, -0.58, 0.09, 0.72, 0.62, 0.12, 0.57, -0.14, -0.44, -0.04, 0.10, 0.59, 0.57, 0.55, -0.13, 0.59, -1.62, 0.11, 0.61, 0.55, -0.27, 0.58, -0.42, 0.65, 0.57, 0.58, -0.13, -1.64, -1.62, -0.13, -0.15, 0.54, -0.21, 0.59, 0.01],
  "lumo_ev": -0.36,
  "e_above_lowest_ev": 0.731,
  "homo_lumo_gap_ev": 8.45,
  "total_charge": 0
}

{
  "formula": "C26H36BN11O8Sm",
  "method": "ωB97M-V/def2-TZVPD",
  "symbols": ["C", "H", "H", "C", "H", "N", "N", "H", "C", "C", "C", "C", "C", "N", "H", "H", "C", "H", "H", "O", "O", "H", "O", "H", "C", "H", "O", "N", "H", "C", "H", "H", "O", "C", "N", "C", "Sm", "N", "B", "N", "C", "C", "C", "C", "H", "C", "O", "H", "H", "N", "C", "H", "H", "H", "H", "N", "H", "N", "C", "C", "O", "H", "C", "H", "H", "H", "H", "H", "C", "C", "H", "H", "H", "H", "H", "H", "H", "N", "C", "C", "C", "H", "O"],
  "positions_angstrom": [[4.776, -0.971, 0.333], [2.417, -0.245, 2.742], [-0.050, -0.051, 5.644], [-1.026, 3.345, -1.307], [-2.512, 4.113, -2.696], [0.684, 0.789, -4.322], [5.203, 0.206, 1.144], [-0.140, 2.742, -1.365], [3.435, -1.100, -0.157], [-3.711, 2.029, 0.823], [-2.310, -2.891, -0.596], [-3.834, -2.301, 0.889], [-1.672, -2.753, -3.030], [-1.684, 1.462, 0.167], [1.606, 2.442, 3.931], [2.362, 2.355, -1.090], [2.832, 2.683, -1.980], [-2.306, -5.584, -1.110], [2.086, 0.653, 5.641], [4.855, 1.356, 0.757], [2.473, -0.315, 0.157], [-1.529, 5.318, -0.540], [6.359, -4.873, -1.765], [-1.234, -1.785, -2.890], [1.922, 0.341, 3.489], [-4.702, -2.188, 1.541], [0.991, -2.024, -1.036], [2.115, 2.160, -3.154], [2.823, 3.772, -2.003], [3.293, -2.215, -1.049], [-0.159, 4.555, 0.296], [-1.817, 2.547, -3.184], [0.766, 0.643, -2.091], [-1.630, -3.604, -1.749], [-2.749, 1.109, 0.949], [5.744, -1.892, 0.109], [0.089, -0.204, -0.041], [-2.849, -1.419, 0.931], [-2.817, -0.171, 1.834], [-1.602, -0.213, 2.778], [4.308, -3.106, -1.363], [0.460, -0.005, 3.474], [-1.584, 3.519, -2.718], [-2.286, -4.959, -2.016], [-1.725, -5.499, -2.787], [-1.639, -0.200, 4.103], [7.658, -3.769, -0.394], [3.624, 0.276, 4.829], [-3.323, -4.841, -2.374], [6.589, -3.955, -0.979], [2.551, 0.041, 4.847], [-0.608, -3.779, -1.475], [-3.827, 3.909, -0.363], [2.437, -1.018, 5.119], [-2.593, -0.263, 4.625], [-0.303, -0.119, 2.342], [-1.131, -3.246, -3.844], [2.014, -2.444, -1.668], [-3.282, 3.015, -0.052], [-0.640, 4.689, -0.684], [1.908, -3.034, -2.722], [-2.714, -2.604, -3.343], [5.501, -2.952, -0.749], [3.859, 2.333, -1.948], [1.046, 1.102, -5.209], [-3.836, -0.138, 2.497], [0.056, 5.230, -1.340], [3.122, 2.114, 3.070], [1.198, 1.189, -3.146], [-0.354, -0.094, 4.596], [2.400, 2.507, -4.048], [-4.650, 1.927, 1.375], [-4.149, -4.124, -0.330], [-0.860, 4.047, -3.355], [4.140, -3.916, -2.052], [0.016, 0.040, -4.312], [6.717, -1.777, 0.565], [-1.865, -1.754, 0.028], [-2.002, 2.620, -0.428], [-3.537, -3.265, -0.052], [2.077, 1.830, 3.148], [1.595, 2.087, 2.219], [6.024, 0.013, 2.088]],
  "lowdin_spin": [0.00, 0.00, 0.00, 0.00, 0.00, 0.00, 0.00, 0.00, 0.00, 0.00, 0.00, 0.00, 0.00, -0.01, 0.00, 0.00, 0.00, 0.00, 0.00, 0.00, 0.00, 0.00, 0.00, 0.00, 0.00, 0.00, -0.01, 0.00, 0.00, 0.00, 0.00, 0.00, -0.01, 0.00, 0.00, 0.00, 5.04, 0.00, 0.00, 0.00, 0.00, 0.00, 0.00, 0.00, 0.00, 0.00, 0.00, 0.00, 0.00, 0.00, 0.00, 0.00, 0.00, 0.00, 0.00, -0.01, 0.00, 0.00, 0.00, 0.00, 0.00, 0.00, 0.00, 0.00, 0.00, 0.00, 0.00, 0.00, 0.00, 0.00, 0.00, 0.00, 0.00, 0.00, 0.00, 0.00, 0.00, -0.01, 0.00, 0.00, 0.00, 0.00, 0.00],
  "lumo_ev": [-4.27, -4.26],
  "e_above_lowest_ev": 0.000,
  "homo_lumo_gap_ev": [7.42, 7.43],
  "spin_multiplicity": 6,
  "total_charge": 1
}

{
  "formula": "C26H36ClN5OPbS2Si",
  "method": "ωB97M-V/def2-TZVPD",
  "symbols": ["H", "H", "H", "C", "H", "H", "H", "H", "H", "S", "C", "H", "H", "H", "H", "C", "H", "H", "C", "C", "C", "C", "C", "H", "H", "C", "C", "C", "H", "C", "C", "Cl", "C", "N", "H", "C", "H", "H", "N", "C", "H", "C", "H", "C", "C", "H", "C", "H", "H", "C", "C", "H", "H", "S", "H", "N", "C", "C", "H", "H", "N", "H", "C", "N", "H", "Si", "H", "C", "H", "H", "O", "Pb", "H"],
  "positions_angstrom": [[-2.596, -3.620, -1.548], [-2.082, 0.674, -3.945], [-0.267, -3.919, -1.687], [3.716, 1.653, -0.091], [5.198, -3.657, -2.154], [-3.075, 1.718, 1.437], [2.590, -0.357, -2.998], [-0.225, -3.704, -3.447], [-2.984, -0.207, -2.712], [-3.262, -0.924, 0.623], [-2.557, -2.902, -2.366], [0.196, 2.260, -1.678], [-1.627, 4.346, 0.616], [-1.956, 2.532, -0.759], [0.537, -2.938, 1.478], [4.206, 2.811, 0.490], [-0.146, -0.932, -3.536], [-0.796, 3.016, 4.625], [-4.683, -2.163, 2.472], [1.473, 1.992, 0.874], [2.031, 3.157, 1.448], [-2.390, 1.900, -1.536], [2.404, 1.256, 0.105], [-3.381, -2.206, -2.223], [-0.470, 2.262, -3.334], [-1.979, 0.070, -3.031], [-0.190, -3.175, -2.481], [3.343, 3.560, 1.270], [1.119, -2.996, 3.164], [-2.390, -1.973, 3.088], [3.482, -1.671, -0.009], [-0.602, -4.528, 2.743], [-1.197, -1.186, -3.377], [-2.995, -3.000, 5.380], [0.848, 3.134, 3.990], [3.069, -1.024, -2.291], [4.818, -3.319, 0.270], [0.776, -2.675, -2.394], [-5.757, -2.508, 2.699], [-0.090, 2.580, 3.912], [-2.708, -3.441, -3.316], [3.914, -2.036, -2.729], [4.365, 1.041, -0.704], [-2.549, 1.872, 2.380], [2.852, -0.854, -0.935], [5.234, 3.109, 0.333], [-1.145, 4.345, 1.600], [-2.715, 2.535, -2.372], [0.566, 0.929, -2.772], [-3.345, -1.722, 2.145], [0.243, -3.004, 2.524], [-0.254, 4.971, 1.526], [3.313, -1.502, 1.049], [-0.692, -1.474, 2.964], [-3.262, 1.389, -1.124], [-1.388, 0.917, -1.976], [-0.209, 1.632, -2.474], [-2.746, -2.544, 4.353], [0.108, 1.551, 4.228], [-1.833, 4.826, 2.301], [0.137, 1.624, 1.080], [-2.553, 0.925, 2.931], [4.326, -2.678, -0.451], [-1.273, -2.210, -2.345], [1.399, 3.772, 2.073], [-0.825, 2.576, 2.180], [3.688, 4.469, 1.748], [4.541, -2.867, -1.811], [-1.583, -1.570, -4.335], [4.081, -2.169, -3.790], [1.935, 0.085, -0.507], [-0.605, -0.426, 0.174], [-3.128, 2.591, 2.967]],
  "nbo_charge": [0.22, 0.19, 0.21, -0.28, 0.22, 0.24, 0.22, 0.17, 0.21, -0.32, -0.42, 0.23, 0.23, 0.23, 0.22, -0.25, 0.20, 0.24, 0.24, 0.12, -0.26, -0.43, 0.28, 0.21, 0.18, -0.23, -0.41, -0.19, 0.24, -0.37, -0.27, 0.01, -0.23, -0.29, 0.23, -0.29, 0.22, 0.21, -0.25, -1.13, 0.17, -0.20, 0.22, -1.13, 0.36, 0.21, -1.13, 0.19, 0.20, -0.17, -0.52, 0.23, 0.23, 0.26, 0.22, -0.51, -0.41, 0.24, 0.24, 0.24, -1.36, 0.23, -0.20, -0.46, 0.21, 1.83, 0.21, -0.21, 0.18, 0.22, -0.60, 1.39, 0.25],
  "lumo_ev": -0.48,
  "homo_lumo_gap_ev": 7.12,
  "total_charge": 0
}